ORCA calculation (ωB97M-V with the def2-TZVPD basis set) on a single C14H19N3OS molecule at a distorted geometry.

Geometry as ORCA input:
```
! RIJCOSX wB97M-V def2-TZVPD def2/J DEFGRID3
* xyz 0 1
C 4.306 1.113 1.226
H 4.092 0.482 2.085
H 5.087 0.634 0.641
H 4.678 2.070 1.582
C 3.051 1.327 0.379
N 2.521 0.080 -0.129
C 1.621 -0.704 0.503
O 1.267 -1.779 0.057
C 1.035 -0.187 1.809
H 1.788 0.179 2.503
H 0.443 -0.984 2.255
S -0.101 1.209 1.502
C -1.490 0.346 0.864
N -1.498 -0.959 1.001
C -2.505 -1.667 0.510
C -3.583 -1.055 -0.125
C -3.617 0.325 -0.259
C -2.531 1.058 0.244
C -2.474 2.459 0.118
N -2.430 3.600 0.004
C -4.753 1.031 -0.924
H -5.515 0.324 -1.243
H -4.396 1.585 -1.791
H -5.200 1.752 -0.240
H -4.391 -1.656 -0.513
C -2.405 -3.145 0.685
H -1.368 -3.445 0.557
H -3.038 -3.668 -0.026
H -2.712 -3.417 1.695
C 3.044 -0.380 -1.404
C 2.253 0.202 -2.572
H 2.669 -0.147 -3.513
H 2.283 1.290 -2.560
H 1.217 -0.118 -2.508
H 4.097 -0.096 -1.474
H 2.967 -1.469 -1.418
H 3.297 1.958 -0.479
H 2.291 1.852 0.960
*
```

Results
Relative energy (zero: lowest compared OMol25 entry of this formula, charge and spin)   21.09 kcal/mol
LUMO energy   0.383 eV
Maximum force   1.184 eV/A
Highest occupied orbital energy   -8.5 eV
Gap between HOMO and LUMO   8.93 eV
SMILES string   CCN(CC)C(=O)CSc1nc(C)cc(C)c1C#N